{"formula": "C26H71BF4N5O8Pd", "method": "the ωB97M-V functional and the def2-TZVPD basis", "symbols": ["H", "H", "C", "H", "O", "C", "H", "H", "H", "C", "C", "C", "C", "C", "O", "H", "H", "H", "H", "H", "H", "H", "H", "H", "C", "H", "H", "H", "C", "H", "N", "H", "H", "H", "H", "N", "H", "H", "H", "H", "H", "H", "C", "H", "H", "H", "H", "H", "H", "H", "C", "F", "H", "O", "C", "H", "C", "H", "H", "H", "H", "H", "C", "H", "C", "F", "H", "H", "C", "O", "N", "N", "C", "H", "O", "H", "N", "H", "H", "H", "C", "Pd", "H", "H", "H", "H", "H", "C", "C", "H", "H", "H", "H", "H", "F", "H", "C", "C", "B", "O", "C", "C", "H", "C", "O", "H", "H", "O", "H", "C", "H", "H", "H", "H", "H", "F"], "xyz": [[2.82, 3.03, 4.61], [-1.21, 3.09, -0.58], [-1.58, -2.50, 2.32], [1.60, -5.73, 0.54], [-0.41, 0.66, 5.11], [-5.46, -0.96, -0.06], [0.44, -2.45, -4.33], [0.43, 6.70, -1.69], [8.44, 1.30, 1.44], [-1.60, 0.70, 5.84], [-2.59, 3.09, -3.12], [-0.36, 1.64, 4.09], [5.80, 1.33, 1.32], [-0.06, 3.62, -2.83], [6.76, 1.78, 0.41], [1.32, -3.90, -2.80], [0.56, -3.45, 0.82], [2.86, -1.34, -4.27], [1.74, 1.01, 3.49], [-7.62, -1.93, 2.33], [1.98, 1.34, -3.96], [1.76, -3.62, -0.34], [1.29, -2.29, -2.24], [-3.83, -0.31, -2.00], [-0.31, -2.78, -3.62], [-5.19, 1.35, 1.23], [-1.24, -0.68, -4.93], [-3.36, 2.34, -2.98], [-1.26, 2.60, -2.57], [-2.63, -3.55, 1.03], [-3.28, -0.27, -1.15], [8.72, 2.63, 0.38], [-2.68, -0.41, -3.96], [-2.95, 4.01, -2.69], [1.08, -5.76, -1.12], [3.51, 0.33, 1.33], [1.96, 1.94, 5.71], [4.48, 2.97, -0.61], [-2.43, 0.65, 5.14], [-1.04, 1.66, -3.08], [0.34, -7.94, -0.41], [-7.10, -2.84, 0.96], [0.72, -3.90, -0.16], [-2.94, 0.68, -1.24], [-5.11, 1.93, -0.22], [4.80, 0.38, -0.27], [-6.15, -0.49, -0.76], [-8.02, -1.33, 0.69], [-3.31, -1.28, 3.01], [1.15, 6.11, -3.19], [7.95, 2.17, 1.00], [0.77, 1.15, 0.21], [0.89, 2.36, 1.70], [-1.22, -1.73, -3.10], [2.59, 0.50, -3.65], [5.63, 2.16, 2.00], [4.49, 1.05, 0.53], [-2.40, 3.19, -4.19], [0.86, 3.66, 2.70], [7.83, 2.86, 1.84], [4.59, 1.20, -4.39], [2.24, 0.25, -2.65], [-0.22, -7.47, 0.40], [3.23, 2.84, 0.65], [3.82, 2.29, -0.08], [-1.02, -0.17, 0.44], [-0.58, 1.74, -0.69], [-0.92, 1.28, 3.23], [1.15, 1.89, 3.74], [-2.21, -2.69, 1.05], [1.24, 2.73, 2.57], [-0.15, -3.44, -1.23], [0.76, 5.81, -2.22], [-0.78, 2.60, 4.39], [-0.38, 4.93, -2.39], [3.96, 2.09, -3.02], [-1.31, 2.26, -1.16], [-3.36, -2.90, 3.65], [0.22, 3.63, -3.88], [-5.19, -1.98, -0.35], [3.99, 1.11, -3.48], [-1.57, -1.74, -0.90], [0.87, 3.37, -2.32], [-3.55, 1.82, 0.60], [1.57, 5.43, -1.60], [0.39, -7.56, 1.30], [-2.18, -1.89, 4.27], [-4.48, 1.30, 0.41], [-7.26, -1.82, 1.31], [3.19, 1.91, -0.88], [-1.77, 1.64, 6.36], [-3.72, -0.49, 0.95], [4.62, 0.52, -2.81], [6.19, 0.48, 1.89], [0.14, -0.40, -1.34], [-1.13, -3.44, 2.67], [-1.95, -1.15, -4.25], [-4.17, -0.15, 0.01], [0.31, -0.13, 0.02], [-6.08, -1.05, 1.24], [0.81, -5.41, -0.13], [-2.68, -2.11, 3.32], [-2.44, -2.00, -4.74], [1.84, 2.62, 4.87], [2.53, -0.51, -4.62], [1.24, 3.42, 5.30], [-0.79, -1.76, 2.22], [-0.40, -6.08, 0.08], [-1.68, -0.15, 6.52], [0.63, -3.13, -2.44], [2.83, 0.06, 0.64], [-0.70, -4.25, -1.47], [-1.19, -7.91, 0.61], [-0.79, -3.68, -3.99], [2.99, 0.83, 2.03], [1.03, -1.12, 0.65]], "multiplicity": 4, "total_energy_ha": -2460.9735, "homo_lumo_gap_ha": [0.1125, 0.2691]}


{"formula": "C4H5ClN2O", "method": "the ωB97M-V functional and the def2-TZVPD basis", "symbols": ["H", "C", "H", "C", "H", "C", "H", "O", "N", "C", "Cl", "H", "N"], "xyz": [[1.69, -1.56, 1.42], [0.35, 0.98, -0.36], [-1.75, -1.50, -0.70], [1.11, 0.42, 0.54], [-1.53, 1.73, -1.84], [-0.87, 0.32, -0.85], [-0.02, -0.78, 1.95], [0.07, -1.61, 0.05], [-1.13, -0.89, -0.14], [0.77, -0.91, 1.11], [2.50, 1.12, 1.22], [0.64, 1.91, -0.83], [-1.83, 0.78, -1.57]], "total_energy_ha": -800.2745, "smiles": "[H]/N=C1\\C=C(Cl)CON1", "homo_lumo_gap_ha": 0.3633}


{"formula": "C18H36O16", "method": "the ωB97M-V functional and the def2-TZVPD basis", "symbols": ["H", "O", "C", "O", "O", "O", "C", "O", "H", "O", "H", "H", "H", "C", "H", "C", "C", "C", "H", "H", "H", "H", "H", "H", "O", "H", "C", "H", "H", "C", "C", "H", "H", "C", "C", "C", "H", "O", "H", "H", "H", "H", "H", "O", "O", "H", "H", "H", "H", "O", "H", "H", "O", "C", "H", "C", "H", "O", "O", "O", "H", "H", "C", "H", "O", "C", "C", "H", "H", "C"], "xyz": [[0.26, 0.32, 2.41], [0.52, 0.14, -0.33], [-5.79, 0.41, 2.72], [3.46, -2.38, -2.17], [-1.24, 0.17, 0.98], [1.97, -1.32, -3.75], [-1.35, -5.04, -3.62], [-3.39, 1.67, 2.97], [0.81, 0.48, -2.43], [-1.44, -0.88, -1.05], [2.68, 3.81, 3.34], [-2.81, -0.10, -3.27], [4.30, -0.46, -2.40], [4.58, -1.51, -2.45], [-1.16, 0.60, 4.60], [3.13, 2.84, 3.13], [-2.68, -0.69, -2.36], [2.32, -2.22, -2.90], [-3.39, -0.23, -1.68], [1.50, 3.37, 1.09], [-2.07, 3.51, 0.12], [5.06, -1.71, -3.41], [-5.88, 0.87, 3.70], [0.01, -0.42, 5.17], [2.19, 1.80, 2.92], [3.92, 1.18, 0.68], [-2.15, 2.56, 0.64], [2.23, 0.15, -1.35], [-0.34, -2.06, -2.93], [2.33, 2.19, -0.40], [-1.93, -2.80, -3.41], [0.45, 1.85, 0.63], [-1.71, 1.76, 0.05], [1.42, 2.31, 0.83], [-0.37, -0.05, 4.22], [-0.74, -0.24, -0.18], [4.27, 1.78, -0.93], [-1.11, -2.32, -4.20], [5.24, -1.55, -1.58], [4.23, 2.94, 0.38], [-1.19, 0.99, 2.84], [1.13, -1.06, -1.93], [-0.92, -0.85, 3.72], [1.97, 2.09, -1.56], [-2.79, -2.07, -2.64], [-1.67, -6.08, -3.60], [-1.08, -4.86, -4.66], [-1.68, 2.68, 1.62], [-1.73, -0.31, -1.99], [-2.17, -4.04, -3.08], [3.59, 2.85, 2.14], [3.89, 2.55, 3.86], [1.40, -3.09, -2.35], [3.78, 2.02, 0.01], [-6.74, 0.05, 2.33], [-0.55, 0.90, 1.96], [-0.08, -3.55, -3.73], [-3.54, 2.35, 0.83], [-5.20, 1.29, 1.76], [0.62, 0.43, 3.37], [-0.17, 1.84, 1.57], [-5.12, -0.44, 2.86], [-3.99, 1.71, 1.94], [-0.37, -5.00, -3.15], [1.27, 2.10, 4.90], [1.17, -0.04, -1.55], [0.05, -3.06, -2.77], [1.98, 1.88, 1.67], [-0.56, -3.49, -1.97], [1.38, 1.47, 3.82]], "total_energy_ha": -1910.4498, "homo_lumo_gap_ha": 0.2655}